[1]
The following is a quantum chemistry calculation of a structure of composition C11H23N2O4P2Y, from the Open Molecules 2025 dataset.

Positions of all 43 atoms, in Å:
Y -0.274 -1.031 0.141
P 2.161 -0.707 0.521
P -2.713 -0.588 0.021
O 3.483 -2.268 -4.104
O -0.035 0.834 -4.933
O -1.064 -4.309 2.591
O -0.429 -2.357 1.886
N -0.289 1.184 0.790
N -0.988 -3.566 1.667
C 3.119 -1.893 1.413
C -2.534 1.258 -0.170
C 0.814 3.030 1.785
C -1.402 3.274 0.887
C -0.296 3.828 1.523
C -3.732 -1.120 -1.314
C 0.801 1.701 1.397
C -3.573 -0.789 1.578
C 3.121 -0.069 -0.831
C -1.381 1.936 0.534
C 1.950 0.755 1.672
H 2.638 -2.248 2.340
H 1.845 0.376 2.711
H -4.684 -0.586 -1.234
H 4.067 -1.413 1.676
H -2.279 3.875 0.667
H -3.297 -0.909 -2.304
H 0.528 1.521 -5.313
H 3.344 -0.857 -1.571
H 3.330 -2.466 -3.169
H 4.068 0.291 -0.414
H 3.335 -2.776 0.791
H -3.499 1.687 0.143
H 2.910 1.292 1.628
H -0.298 4.877 1.814
H -2.439 1.480 -1.266
H -3.930 -2.202 -1.259
H 0.541 0.193 -4.503
H 4.095 -2.943 -4.428
H -4.536 -0.271 1.486
H 1.688 3.437 2.284
H -3.769 -1.854 1.788
H -3.037 -0.373 2.449
H 2.642 0.766 -1.370

The calculation puts the energy above the lowest of the compared OMol25 structures with the same formula, charge and spin at 350.25 kJ/mol. As for the total charge: +2. The gap between HOMO and LUMO comes out at 7.642 eV.

Löwdin population analysis, charges in e, atoms 1 to 5: atom 1 (Y): 1.357, atom 2 (P): 0.713, atom 3 (P): 0.714, atom 4 (O): -0.062, atom 5 (O): -0.061

[2]
The following is a quantum chemistry calculation of the ion C11H23N2O5 with charge -1, from the Open Molecules 2025 dataset.

Positions of all 41 atoms, in Å:
O 1.893 -2.360 -2.094
O -2.902 2.879 -0.842
O -0.226 2.082 -2.045
O 2.334 1.503 -2.030
O -1.520 4.958 -0.937
N 0.303 1.964 -0.803
N -0.873 2.210 1.386
C -1.667 3.671 -0.592
C -1.916 0.111 2.451
C 0.807 -3.315 -1.828
C 1.455 -0.962 -1.970
C -0.513 -3.157 -2.789
C -1.066 0.727 1.156
C 2.694 0.102 -1.647
C 1.802 2.237 -0.868
C -0.367 2.938 0.161
C -0.449 -1.366 4.272
C -1.268 -1.349 2.843
H -3.064 -0.046 2.170
H 0.414 3.782 0.467
H -1.648 0.453 0.178
H 1.255 -4.397 -2.059
H -2.130 -2.162 2.935
H -0.553 1.135 -2.246
H 3.104 0.017 -0.552
H 0.460 -3.358 -0.699
H -1.374 -3.802 -2.275
H -0.291 -2.484 4.603
H 1.939 3.392 -1.044
H -1.914 0.866 3.364
H -0.113 2.276 2.114
H 2.325 1.955 0.142
H -0.285 -3.653 -3.826
H 0.542 -0.809 -1.237
H -0.939 -2.071 -2.878
H 0.639 -0.883 4.184
H 1.050 -0.634 -3.043
H 3.588 -0.206 -2.373
H -1.029 -0.743 5.081
H 0.015 0.228 1.164
H -0.512 -1.730 2.007

The calculation puts the energy above the lowest of the compared OMol25 structures with the same formula, charge and spin at 875.68 kJ/mol. As for the total charge: -1. The SMILES is CCCCN[C@H](C(=O)[O-])N(O)COCCOCC. The gap between HOMO and LUMO comes out at 6.772 eV.

Löwdin population analysis, charges in e, atoms 1 to 5: atom 1 (O): -0.221, atom 2 (O): -0.293, atom 3 (O): -0.055, atom 4 (O): -0.180, atom 5 (O): -0.166

[3]
The following is a quantum chemistry calculation of the molecule C11H23NO3SSi, from the Open Molecules 2025 dataset.

Positions of all 40 atoms, in Å:
S -0.640 -3.718 -0.985
Si -0.640 0.758 0.455
O -0.768 2.300 1.141
O -1.409 0.775 -0.987
O 0.911 0.246 0.231
N 1.473 -2.537 -2.594
C -0.418 -2.617 0.460
C 0.447 3.006 1.412
C -2.100 2.731 -2.084
C -1.030 1.720 -1.968
C 1.486 0.005 -1.052
C -1.696 -1.816 0.597
C 0.607 -3.076 -2.037
C -0.227 -3.368 1.685
C 2.671 -0.895 -0.972
C 1.406 2.197 2.203
C -1.570 -0.507 1.417
H 3.458 -0.344 -0.386
H 0.491 -2.104 0.109
H 2.412 -1.912 -0.554
H -0.870 1.131 -2.928
H 1.282 1.920 3.300
H -2.199 3.458 -1.204
H -1.909 3.328 -2.938
H -1.094 -3.988 1.866
H -1.223 -0.675 2.468
H 1.494 1.253 1.812
H -2.531 0.045 1.454
H 2.983 -1.206 -1.997
H 2.370 2.635 1.929
H -3.048 2.177 -2.081
H 0.319 3.911 2.068
H 1.805 0.989 -1.377
H 0.853 3.295 0.421
H 0.614 -4.064 1.474
H -0.008 2.026 -1.799
H 0.725 -0.287 -1.778
H -2.078 -1.593 -0.434
H -0.009 -2.692 2.529
H -2.340 -2.507 1.128

The calculation puts the energy above the lowest of the compared OMol25 structures with the same formula, charge and spin at 0.00 kJ/mol. As for the total charge: 0. The SMILES is CCO[Si](CC[C@@H](C)SC#N)(OCC)OCC. The gap between HOMO and LUMO comes out at 10.282 eV.

Löwdin population analysis, charges in e, atoms 1 to 5: atom 1 (S): 0.968, atom 2 (Si): 0.298, atom 3 (O): -0.153, atom 4 (O): -0.161, atom 5 (O): -0.188

[4]
The following is a quantum chemistry calculation of a structure of composition C11H23P2Ru, from the Open Molecules 2025 dataset.

Positions of all 37 atoms, in Å:
Ru -0.145 -0.146 0.115
P 0.710 -2.151 0.994
P -0.037 0.792 2.226
C -0.676 0.327 -2.496
C 1.273 0.221 -1.156
C 1.019 -0.025 3.563
C 0.152 -0.640 -1.831
C 0.611 1.638 -1.118
C -2.340 1.070 4.015
C -1.739 0.482 2.729
C -0.459 1.644 -2.118
C 2.522 0.245 3.324
C 0.257 2.647 2.514
C 0.429 3.240 3.930
H 0.180 -3.052 1.945
H 2.372 -0.167 -0.986
H -1.771 0.901 4.934
H -0.605 3.129 2.024
H 0.696 4.303 3.827
H -2.456 2.153 3.981
H 0.851 2.622 -0.571
H 1.234 2.785 4.516
H 1.147 2.871 1.892
H 2.711 1.354 3.297
H -1.890 -0.598 2.726
H 3.059 -0.185 4.209
H 0.787 -1.090 3.481
H 2.016 -2.092 1.474
H -1.348 -0.026 -3.264
H -0.878 2.523 -2.644
H 2.917 -0.202 2.357
H 0.945 -3.052 -0.115
H -3.339 0.662 4.224
H -2.352 0.843 1.906
H -0.464 3.155 4.565
H 0.477 -1.688 -2.174
H 0.638 0.316 4.537

As for the total charge: 0. Its expectation value of S² is 8.77. As for the multiplicity: 6. The gap between HOMO and LUMO (alpha / beta) comes out at 4.958 / 7.575 eV.

Löwdin population analysis, charges in e, atoms 1 to 5: atom 1 (Ru): 0.720, atom 2 (P): 0.611, atom 3 (P): 0.751, atom 4 (C): -0.214, atom 5 (C): -0.389

[5]
The following is a quantum chemistry calculation of a cluster of 2 separate species, C11H23PS in total, from the Open Molecules 2025 dataset.

Positions of all 36 atoms, in Å:
S -1.898 -3.420 0.155
P -1.694 -1.453 -0.555
C 2.697 -1.162 0.595
C 3.788 -1.788 -0.219
C -3.335 0.815 0.049
C -3.773 0.955 -1.409
C 4.555 -0.736 -1.017
C -3.093 -0.658 0.394
C -4.435 1.352 0.971
C 3.636 1.127 0.363
C -2.049 1.610 0.276
C 4.912 0.437 -0.113
C 2.636 0.131 0.862
H 3.865 1.849 1.151
H -5.336 0.749 0.896
H 3.929 -0.380 -1.839
H 5.547 1.151 -0.642
H -1.273 1.281 -0.412
H 3.359 -2.536 -0.891
H 1.943 -1.836 0.979
H -2.819 -0.739 1.454
H -0.790 -3.397 0.886
H -1.688 1.468 1.293
H -2.432 -1.729 -1.711
H 3.188 1.686 -0.465
H -3.962 1.998 -1.648
H -4.684 0.389 -1.598
H 5.468 0.067 0.751
H -4.102 1.339 2.006
H -4.002 -1.251 0.243
H 4.473 -2.316 0.453
H -2.224 2.672 0.117
H 5.457 -1.175 -1.446
H -4.683 2.375 0.705
H 1.812 0.535 1.438
H -2.994 0.591 -2.077

The calculation puts the energy above the lowest of the compared OMol25 structures with the same formula, charge and spin at 0.00 kJ/mol. As for the total charge: 0. The SMILES is CC(C)(C)CPS.C1=CCCCC1. The gap between HOMO and LUMO comes out at 9.646 eV.

Löwdin population analysis, charges in e, atoms 1 to 5: atom 1 (S): 0.334, atom 2 (P): 0.542, atom 3 (C): -0.118, atom 4 (C): -0.206, atom 5 (C): -0.697

Calculated total energy, respectively: -42554.2892 -24990.0100 -38126.7430 -32931.3131 -31904.2205 eV.